1.
A structure of composition C36H38O2P2Pd at a distorted geometry, computed with ωB97M-V/def2-TZVPD.

Calculated values
frontier orbital gap (spin up / spin down)	7.024 / 6.378	eV

Structure (ORCA input):
```
! wB97M-V def2-TZVPD RIJCOSX def2/J DEFGRID3
* xyz 0 3
H 6.40 0.21 -1.01
C 5.79 -1.17 -5.62
C 8.96 2.49 -5.30
Pd 6.10 1.72 -2.20
H 3.44 1.20 -2.00
C 6.56 1.39 2.64
C 9.69 4.77 -0.01
C 8.85 1.08 -1.71
H 2.39 0.37 1.15
C 6.31 0.84 -0.06
H 0.74 -3.63 0.05
C 6.48 0.99 -4.80
H 10.88 6.40 0.79
H 8.21 2.66 2.15
H 4.21 0.45 0.34
H 3.90 2.85 -2.69
C 0.44 -0.63 1.15
H 12.59 2.46 1.18
H 6.72 1.43 3.71
C 5.37 0.81 2.14
H -0.44 -1.82 -2.00
C -1.42 0.32 -0.17
H 9.79 1.80 -8.54
H 10.63 1.49 0.07
C 7.46 1.99 1.76
C 7.34 1.70 0.40
C 1.64 -1.70 -1.71
H 1.84 -1.33 -2.72
H 7.52 -0.85 -4.36
C 11.05 2.85 -7.14
C 8.73 0.89 -3.05
C 4.08 2.09 -1.92
C 1.89 -0.59 1.01
H -0.94 -3.33 -0.32
H 4.03 -1.20 -6.87
H 3.66 -1.35 -1.25
H 5.29 2.69 -5.45
H 3.72 1.27 -6.79
C 11.86 4.50 1.06
H 9.26 0.15 -3.66
C 10.81 5.32 0.62
H -1.24 -1.94 1.39
H 11.87 2.99 -7.86
C 8.83 2.02 -6.61
C 9.61 3.38 -0.19
H 7.93 1.49 -6.93
C 6.68 -0.39 -4.88
H 8.88 5.42 -0.36
H 0.29 -2.60 2.01
C 10.14 3.14 -4.91
P 8.12 2.56 -0.97
C 5.42 1.60 -5.51
C -0.17 -2.04 1.18
C 5.19 0.68 0.77
H 10.26 3.48 -3.88
H 4.61 0.44 2.83
C 11.18 3.31 -5.83
H 3.23 -3.06 -1.01
P 7.66 2.08 -3.93
C 9.88 2.19 -7.52
H 12.10 3.81 -5.52
C 10.67 2.57 0.23
C 2.86 -2.02 -0.88
H 2.32 -2.68 1.13
H 4.05 2.52 -0.91
H -1.66 1.33 -0.60
C 0.40 -2.03 -1.33
H 5.95 -2.24 -5.68
C 11.79 3.12 0.85
C 2.70 -1.76 0.64
C 4.54 0.81 -6.24
H 3.71 -1.60 1.06
O -2.24 -0.56 -0.06
H 0.24 -0.15 2.12
H 12.73 4.93 1.55
C 0.01 -2.83 -0.12
C 4.72 -0.58 -6.30
O -0.11 0.30 0.13
H 9.33 0.40 -1.01
*
```

***

2.
A structure of composition C36H39BaCl2PSb2 at a distorted geometry, computed with ωB97M-V/def2-TZVPD.

Calculated values
frontier orbital gap	8.445	eV
energy relative to the best compared isomer or geometry (same formula, charge and spin)	9.1	kJ/mol

Structure (ORCA input):
```
! wB97M-V def2-TZVPD RIJCOSX def2/J DEFGRID3
* xyz 2 1
C -3.99 1.40 1.72
H -2.06 3.31 -1.70
H -0.92 4.42 -0.92
H 1.25 -1.59 2.34
H -2.86 5.10 1.71
H 2.73 -0.06 -3.65
C 5.35 2.08 -0.03
Ba -0.13 0.35 1.19
C 3.53 -0.63 -3.20
C 6.18 3.02 0.57
C 4.30 -1.47 -4.00
H -3.21 1.05 2.39
H 6.28 4.80 1.76
Sb -1.14 -2.77 0.86
H 1.26 -2.91 -0.31
H -5.59 -1.07 -1.08
H -0.95 2.64 5.09
C -0.84 -5.75 0.40
C 1.79 -1.65 1.38
H -4.08 -2.40 0.31
H 5.92 -2.87 -4.07
C -2.28 -1.52 -0.47
H -1.52 -5.75 -3.41
Cl 0.81 2.54 3.53
C -0.78 -6.93 -0.32
C 0.84 -2.06 0.23
H -0.98 -7.85 -2.24
H 4.08 -1.55 -5.06
H 0.74 -1.30 -0.55
H -2.65 4.78 -0.89
C 5.60 -2.11 -2.09
H 7.25 2.94 0.46
C -1.02 -6.93 -1.69
H -2.29 3.96 2.94
H 5.78 1.28 -0.61
C -1.32 -5.74 -2.35
C -5.27 0.89 1.88
H -7.30 0.97 1.18
H -0.67 -5.76 1.47
C -2.08 4.38 1.96
C -1.38 -4.55 -1.64
C 3.42 3.27 0.81
C -4.75 2.83 -0.05
H 0.44 1.67 5.68
H -0.56 -7.86 0.19
C -1.13 -4.56 -0.27
C 2.64 -0.38 1.19
C -4.02 0.03 -2.03
H -1.63 -3.63 -2.16
H 6.41 -2.69 -1.66
C 5.63 4.07 1.30
C -2.65 0.22 -2.13
H -4.69 0.63 -2.64
H 2.46 -2.48 1.55
H -6.83 2.68 -0.54
H -1.12 4.89 1.99
H 3.83 5.03 1.96
P -2.03 3.04 0.71
H -0.72 -0.41 -1.53
C 4.25 4.20 1.42
C -6.30 1.35 1.06
H -2.25 0.95 -2.83
C 5.33 -2.21 -3.44
C -1.79 -0.55 -1.36
C -4.52 -0.92 -1.16
C -3.72 2.38 0.77
C -6.04 2.32 0.10
C 3.97 2.20 0.10
H -5.47 0.15 2.63
H -4.57 3.59 -0.80
C 4.85 -1.27 -1.28
H 5.08 -1.21 -0.23
C -1.92 3.98 -0.85
H 2.34 3.40 0.87
Sb 2.61 0.78 -0.69
C -3.66 -1.67 -0.38
H 2.52 0.34 2.01
C -0.20 1.90 4.84
C 3.81 -0.52 -1.84
H 3.69 -0.64 1.27
Cl -1.05 0.40 4.36
*
```